1 | This record from the Open Molecules 2025 dataset describes a 2-piece molecular cluster, CH7N4O overall. The level of theory is ωB97M-V with the def2-TZVPD basis set.

## Properties
Highest occupied orbital energy: -14.18 eV
Gap between HOMO and LUMO: 0.3181 hartree
Charge: +1

Each line ends with the Löwdin charge.
Geometry (Å):
C1 -0.98 0.68 0.68  -0.226
N1 -0.90 -0.61 0.13  0.023
N2 -0.01 1.68 0.19  -0.033
N3 1.05 0.05 -0.99  -0.011
N4 0.55 -0.98 -0.11  0.028
O1 1.23 1.21 -0.18  -0.176
H1 -1.97 1.05 0.58  0.125
H2 -0.93 0.67 1.87  0.173
H3 -1.34 -0.73 -0.89  0.203
H4 -0.35 2.34 -0.48  0.125
H5 2.65 0.01 -1.33  0.371
H6 1.06 -1.06 0.88  0.254
H7 0.53 -1.81 -0.62  0.144

2 | This record from the Open Molecules 2025 dataset describes a 2-piece molecular cluster, CH7N4O overall. The level of theory is ωB97M-V with the def2-TZVPD basis set.

## Properties
Highest occupied orbital energy (spin up / spin down): -13.58 / -12.15 eV
Gap between HOMO and LUMO (spin up / spin down): 0.3739 / 0.1517 hartree
Charge: +1

Each line ends with the Löwdin charge.
Geometry (Å):
C1 0.80 0.67 -0.89  -0.516
N1 0.66 0.22 -2.23  0.188
N2 1.49 1.73 -0.62  0.249
N3 -1.68 -1.84 2.47  -0.111
N4 0.15 0.13 0.06  0.326
O1 -2.05 -1.44 1.34  -0.142
H1 0.86 1.02 -2.85  0.121
H2 -0.30 -0.12 -2.43  0.143
H3 1.98 2.26 -1.41  0.196
H4 1.74 2.03 0.28  0.127
H5 -1.11 -1.26 3.21  0.160
H6 -2.18 -2.62 3.04  0.155
H7 -0.37 -0.77 0.03  0.104

2 ends up most stable, edging out the next structure by 4.397 eV.

1 | This record from the Open Molecules 2025 dataset describes a 2-piece molecular cluster, C6H15NS overall. The level of theory is ωB97M-V with the def2-TZVPD basis set.

## Properties
Highest occupied orbital energy (spin up / spin down): -1.23 / -3.23 eV
Gap between HOMO and LUMO (spin up / spin down): 0.1911 / 0.2605 hartree
Charge: -1
Multiplicity: 2

Each line ends with the Löwdin charge.
Geometry (Å):
C1 -1.22 1.36 -0.88  -0.247
C2 -1.82 1.27 0.53  -0.296
C3 -2.00 -0.14 1.12  -0.749
S1 -2.54 -1.44 -0.02  0.275
C4 0.28 1.09 -1.00  -0.261
N1 0.74 0.06 -0.09  -0.095
C5 2.01 -0.50 -0.47  -0.332
C6 2.48 -1.56 0.54  -0.121
H1 -1.79 0.74 -1.56  0.061
H2 -1.36 2.39 -1.20  0.090
H3 -2.79 1.78 0.49  0.088
H4 -1.20 1.83 1.27  0.105
H5 -1.14 -0.47 1.69  0.023
H6 -2.73 -0.03 1.91  0.025
H7 -0.75 -2.31 0.22  -0.087
H8 0.43 0.80 -2.04  0.098
H9 0.88 1.98 -0.80  0.104
H10 0.04 -0.68 0.03  -0.016
H11 2.80 0.28 -0.52  0.103
H12 2.01 -0.96 -1.48  0.101
H13 2.40 -1.20 1.53  0.050
H14 3.48 -1.92 0.27  0.059
H15 1.78 -2.39 0.48  0.023

2 | This record from the Open Molecules 2025 dataset describes an isolated ion of composition C6H15NS and charge -1. The level of theory is ωB97M-V with the def2-TZVPD basis set.

## Properties
Highest occupied orbital energy (spin up / spin down): 1.08 / -5.12 eV
Gap between HOMO and LUMO (spin up / spin down): 0.0791 / 0.3046 hartree
Charge: -1
Multiplicity: 2

Each line ends with the Löwdin charge.
Geometry (Å):
C1 -0.39 -0.18 -0.77  -0.271
N1 -0.76 -0.88 0.61  -0.069
C2 -1.69 0.03 1.33  -0.392
C3 -1.83 -0.43 2.83  -0.746
S1 -2.25 0.90 3.95  0.294
C4 0.48 -0.87 -1.67  -0.240
C5 2.12 1.17 -2.20  -0.168
C6 1.91 -0.22 -1.75  -0.327
H1 -1.34 0.13 -1.13  0.094
H2 0.11 0.82 -0.53  0.104
H3 0.11 -0.91 1.06  0.033
H4 -1.27 1.10 1.22  0.097
H5 -2.80 -0.11 0.98  0.122
H6 -2.55 -1.29 2.83  0.061
H7 -0.89 -0.82 3.30  0.019
H8 -0.99 1.17 4.31  -0.241
H9 0.12 -0.86 -2.69  0.101
H10 0.48 -1.90 -1.25  0.123
H11 3.30 1.40 -2.12  0.122
H12 1.71 1.41 -3.25  0.092
H13 1.49 1.68 -1.57  0.000
H14 2.39 -0.89 -2.58  0.113
H15 2.54 -0.46 -0.91  0.081

1 ends up most stable, edging out the next structure by 1.655 eV.

1 | This record from the Open Molecules 2025 dataset describes C5H5N3O3 as an isolated structure. The level of theory is ωB97M-V with the def2-TZVPD basis set.

## Properties
Highest occupied orbital energy: -8.15 eV
Gap between HOMO and LUMO: 0.2627 hartree

Each line ends with the Löwdin charge.
Geometry (Å):
C1 1.85 -0.23 -1.02  0.009
C2 1.48 1.11 -0.72  -0.479
C3 1.17 -1.29 -0.52  -0.484
C4 0.39 0.21 1.16  -0.534
C5 -0.95 -0.21 -0.31  -0.089
N1 0.23 1.20 0.14  0.178
N2 -0.05 -0.95 0.40  0.040
N3 -2.18 0.21 0.61  0.195
O1 1.92 2.20 -0.90  0.097
O2 1.33 -2.44 -0.80  0.082
O3 0.64 0.32 2.31  0.158
H1 2.61 -0.55 -1.73  0.125
H2 -1.25 -0.60 -1.26  0.153
H3 -1.85 1.09 1.06  0.150
H4 -2.16 -0.43 1.44  0.170
H5 -3.18 0.35 0.12  0.228

2 | This record from the Open Molecules 2025 dataset describes C5H5N3O3 as an isolated structure. The level of theory is ωB97M-V with the def2-TZVPD basis set.

## Properties
Highest occupied orbital energy: -8.90 eV
Gap between HOMO and LUMO: 0.3272 hartree

Each line ends with the Löwdin charge.
Geometry (Å):
C1 -0.91 0.72 -0.67  -0.146
C2 -2.05 0.40 -0.12  -0.204
C3 -0.67 -0.64 0.93  -0.262
C4 1.41 -1.44 1.25  -0.121
C5 1.33 -0.45 0.07  -0.153
H1 -2.92 1.01 -0.47  0.150
H2 1.71 -2.42 0.70  0.153
H3 1.97 -0.90 2.35  0.220
H4 1.97 0.67 0.29  0.208
H5 1.55 -0.85 -0.93  0.130
N1 -0.59 1.71 -1.76  -0.342
N2 -2.05 -0.39 0.87  0.180
N3 0.04 -0.02 -0.02  0.017
O1 0.29 1.38 -2.56  0.054
O2 -1.13 2.74 -1.64  0.132
O3 0.05 -1.52 1.72  -0.016

1 ends up most stable, edging out the next structure by 1.596 eV.